Record 1
The following is a DFT calculation (ωB97M-V/def2-TZVPD) of a structure of composition C23H20BClF5N4O4S2V.

The value obtained for the total energy is -4132.693239 hartree. Its net charge is +2. The calculation puts the HOMO energy (spin up / spin down) at -0.498 / -0.498 hartree. For the gap between HOMO and LUMO (spin up / spin down), the calculation gives 4.340 / 4.315 eV. The energy above the lowest of the compared OMol25 structures with the same formula, charge and spin comes out at 0.0 kcal per mole.

Each line ends with the Mulliken charge.
Atoms and positions in Å:
V  -0.18005  1.10220  0.83612  0.522
C  0.56639  -0.93356  -2.93036  -0.750
N  -0.62708  -1.34785  -2.18121  0.349
C  -1.13933  -2.61235  -2.14038  -0.269
C  -2.26147  -2.55726  -1.37372  -0.960
N  -2.42931  -1.26521  -0.94364  0.541
B  -3.77528  -0.94131  -0.12213  0.131
N  -3.94593  0.58703  0.25274  0.070
C  -4.97427  1.38031  -0.18522  -0.427
C  -4.92588  2.55370  0.50395  -0.457
N  -3.86100  2.46900  1.36369  0.204
C  -3.44065  3.51505  2.30998  -0.582
C  -3.29302  1.26857  1.18925  0.014
S  -1.95516  0.61819  2.06988  -0.280
C  -1.42274  -0.55288  -1.44504  0.110
S  -1.09163  1.14990  -1.20811  -0.408
H  0.99872  -1.81838  -3.38621  0.241
H  1.29509  -0.49800  -2.25357  0.188
H  0.28545  -0.22366  -3.70420  0.378
H  -0.67310  -3.43395  -2.65766  0.613
H  -2.96325  -3.32982  -1.10926  0.583
H  -4.68588  -1.21319  -0.85490  -0.132
H  -3.75058  -1.59155  0.88945  -0.005
H  -5.66640  1.04079  -0.93587  0.520
H  -5.55833  3.42359  0.46260  0.482
H  -4.01466  4.40904  2.08926  0.324
H  -2.38221  3.72478  2.18291  0.133
H  -3.64034  3.19585  3.32908  0.333
F  4.37660  6.09380  0.69612  -0.236
C  3.33142  5.29615  0.73253  0.574
C  3.42837  4.01845  0.18507  -0.188
F  4.55761  3.60265  -0.35935  -0.254
C  2.32457  3.20508  0.23554  0.179
F  2.35933  1.94943  -0.25149  -0.098
C  1.14383  3.64448  0.80892  0.210
O  0.09721  2.74877  0.87889  0.051
C  1.04894  4.90865  1.35812  0.137
F  -0.08197  5.32088  1.91333  -0.242
C  2.15138  5.73963  1.31775  0.146
F  2.08665  6.95199  1.83102  -0.241
C  0.79450  -4.99972  0.68328  -1.553
C  1.64739  -4.18204  -0.25472  0.923
C  1.84645  -4.56764  -1.57221  -0.617
C  2.65121  -3.82229  -2.42412  0.005
Cl  2.84589  -4.32418  -4.07670  -0.166
C  3.28076  -2.68957  -1.97457  -0.991
C  3.07627  -2.27436  -0.65722  -0.553
C  2.27252  -3.02188  0.17670  0.916
O  2.00209  -2.68879  1.51520  -0.478
C  2.43411  -1.46393  2.00849  -1.066
C  1.44179  -0.41266  1.64802  1.182
O  1.28714  0.70038  2.23565  -0.669
O  0.59786  -0.59083  0.65051  0.366
H  0.25173  -5.76908  0.13697  0.419
H  0.07597  -4.37710  1.21731  0.288
H  1.40939  -5.49226  1.43731  0.350
H  1.37441  -5.47105  -1.94057  0.493
H  3.92565  -2.12626  -2.63591  0.486
H  3.57447  -1.37505  -0.32572  0.323
H  3.41983  -1.14462  1.65977  0.361
H  2.47856  -1.50602  3.09861  0.474

=====

Record 2
The following is a DFT calculation (ωB97M-V/def2-TZVPD) of a structure of composition C11H14IN.

The value obtained for the total energy is -779.811291 hartree. Its net charge is 0. As for the spin multiplicity: 3. The calculation puts the HOMO energy (spin up / spin down) at -0.253 / -0.328 hartree. For the gap between HOMO and LUMO (spin up / spin down), the calculation gives 6.894 / 7.453 eV. The energy above the lowest of the compared OMol25 structures with the same formula, charge and spin comes out at 0.0 kcal per mole.

Each line ends with the Löwdin spin population.
Atoms and positions in Å:
C  -0.24480  -3.14534  0.09677  0.085
C  1.14081  -3.25467  0.12521  -0.010
C  -0.76464  -1.80058  -0.01523  -0.009
C  1.98850  -2.12229  0.00004  0.096
C  -0.00960  -0.74204  -0.31669  0.088
C  1.42430  -0.85866  -0.25463  0.030
C  -0.01470  1.82014  -0.71413  0.621
C  -0.75794  0.64046  -0.20911  0.077
C  0.59433  2.94101  0.04472  0.104
C  -2.08303  0.62766  -1.10373  0.041
C  -1.01543  0.85417  1.29589  0.006
N  2.20600  0.24269  -0.62817  0.667
I  3.72952  0.53440  0.64563  0.106
H  -0.81647  -3.99210  0.18436  0.006
H  1.66180  -4.20083  0.35003  -0.002
H  -1.82121  -1.75376  -0.13245  -0.001
H  3.04258  -2.04797  0.32301  0.003
H  0.08890  1.93637  -1.74621  0.028
H  -0.05073  3.77100  0.40456  0.034
H  1.36262  3.34538  -0.50492  0.004
H  1.11971  2.62148  1.00337  0.015
H  -2.87162  0.69632  -0.32388  0.002
H  -2.18496  -0.24111  -1.66704  0.004
H  -2.26398  1.45501  -1.82438  0.004
H  -1.31357  -0.13911  1.78567  0.000
H  -1.97193  1.41153  1.44777  0.001
H  -0.17444  1.40084  1.73351  0.000

=====

Record 3
The following is a DFT calculation (ωB97M-V/def2-TZVPD) of a cluster of 2 separate species, C4H11NO2S in total.

The value obtained for the total energy is -762.361314 hartree. Its net charge is -2. The calculation puts the HOMO energy at 0.002 hartree. For the gap between HOMO and LUMO, the calculation gives 5.936 eV. The energy above the lowest of the compared OMol25 structures with the same formula, charge and spin comes out at 14.2 kcal per mole.

Each line ends with the Mulliken charge.
Atoms and positions in Å:
C  0.35429  0.23846  0.67655  -0.804
N  -0.99092  -0.03788  0.22434  0.058
C  -1.95578  -0.31597  1.31722  -0.620
O  -2.02430  0.56203  2.31037  -0.902
C  1.42946  -0.00902  -0.41646  -0.144
C  2.66342  0.88788  -0.32528  -0.766
S  4.27213  0.07707  -0.76290  -0.792
H  0.53501  -0.42151  1.50665  0.220
H  0.53156  1.20045  1.19620  0.250
H  -1.37780  0.71713  -0.33675  0.263
H  -1.68819  -1.34654  1.65780  0.252
H  -2.92708  -0.41512  0.74557  0.193
H  0.91682  0.11263  -1.38274  0.107
H  1.72643  -1.04520  -0.37491  0.279
H  2.80530  1.20836  0.70985  0.216
H  2.51152  1.76640  -0.94530  0.243
H  -2.63361  -1.39215  -1.33041  0.337
H  -1.62079  -0.73158  -2.24291  0.357
O  -2.52750  -1.05544  -2.22687  -0.747

=====

Record 4
The following is a DFT calculation (ωB97M-V/def2-TZVPD) of a structure of composition C18H27BrNNdO4P2.

The value obtained for the total energy is -4875.432952 hartree. Its net charge is +2. As for the spin multiplicity: 4. The calculation puts the HOMO energy (spin up / spin down) at -0.500 / -0.500 hartree. For the gap between HOMO and LUMO (spin up / spin down), the calculation gives 6.427 / 7.066 eV.

Each line ends with the Löwdin spin population.
Atoms and positions in Å:
Nd  0.37200  1.10018  0.68452  3.048
P  -2.59653  -0.58029  -1.40501  0.000
C  -2.21722  0.94825  -2.40497  0.000
C  -0.77759  1.16947  -2.82456  0.000
N  0.20611  1.07244  -1.89212  -0.007
C  1.49448  1.09995  -2.31343  0.000
C  1.84239  1.39566  -3.62436  0.000
C  0.83595  1.61599  -4.55558  0.000
C  -0.48823  1.50216  -4.13939  0.000
C  2.56465  0.76360  -1.27354  0.000
P  2.22496  -0.83312  -0.36623  -0.010
H  -1.32064  1.65129  -4.82678  0.000
H  2.90298  1.43444  -3.87913  0.000
H  1.07445  1.86454  -5.58696  0.000
H  3.53521  0.59045  -1.75834  0.000
H  2.70563  1.60972  -0.55537  0.000
H  -2.80772  0.85865  -3.25058  0.000
H  -2.59185  1.82049  -1.84036  0.000
H  -1.93149  -5.21416  -4.73924  0.000
O  -1.57015  -4.62484  -4.11560  0.000
H  -0.62786  -4.86439  -4.07717  0.000
H  -2.49093  -1.38052  -2.57894  0.000
O  -1.29622  -1.64560  -1.29508  0.000
H  -1.23493  -2.39405  -1.91350  0.000
C  2.39559  -2.02461  -1.72847  -0.002
H  3.12826  -1.67640  -2.46956  0.000
H  2.71908  -2.99344  -1.32304  0.000
H  1.42244  -2.16035  -2.21988  0.000
C  3.77730  -1.05895  0.55454  -0.001
H  3.91394  -2.13429  0.73548  0.000
H  4.63280  -0.66496  -0.01151  0.000
H  3.70221  -0.54395  1.52267  0.000
C  -2.34251  0.13665  0.25855  -0.002
H  -3.30718  0.17224  0.78535  0.000
H  -1.68306  -0.48036  0.90748  -0.001
H  -2.06069  1.21987  0.22771  -0.001
C  -4.27630  -1.28274  -1.19446  0.000
H  -4.21375  -2.29745  -0.77656  0.000
H  -4.86739  -0.64906  -0.52116  0.000
H  -4.78320  -1.33088  -2.16627  0.000
Br  -1.09818  2.69560  2.69905  -0.005
C  -0.33777  1.99345  4.50137  0.000
C  -0.78111  2.50925  5.70084  0.000
C  -0.25861  1.99283  6.90507  0.000
C  0.68762  0.96140  6.87843  0.000
C  1.12967  0.44023  5.66120  0.000
C  0.60997  0.98365  4.48408  0.000
C  1.02464  0.51994  3.14301  -0.001
O  0.31714  -0.37251  2.53256  -0.008
O  1.91825  1.18642  2.48417  -0.009
H  -1.52353  3.30358  5.71301  0.000
H  -0.59736  2.40242  7.85764  0.000
H  1.08625  0.55636  7.81149  0.000
H  1.85805  -0.36430  5.57891  0.000

=====

Record 5
The following is a DFT calculation (ωB97M-V/def2-TZVPD) of a structure of composition C24H22IN8Tl.

The value obtained for the total energy is -1835.377763 hartree. Its net charge is +2. The calculation puts the HOMO energy (spin up / spin down) at -0.531 / -0.524 hartree. For the gap between HOMO and LUMO (spin up / spin down), the calculation gives 6.110 / 5.644 eV. The energy above the lowest of the compared OMol25 structures with the same formula, charge and spin comes out at 56.6 kcal per mole.

Each line ends with the Mulliken charge.
Atoms and positions in Å:
Tl  1.38067  -0.69141  -2.19393  0.917
C  -1.35451  2.96591  -2.03896  -0.674
C  -0.51736  1.98761  -2.51611  -0.193
N  0.30394  1.33479  -1.71527  -0.275
C  0.22627  1.55538  -0.38687  0.061
C  -0.65799  2.51516  0.08537  -0.097
N  -1.46459  3.18372  -0.72285  -0.512
C  1.12892  0.73864  0.52406  0.054
C  1.24872  0.84802  1.89260  -0.124
C  2.15813  0.04172  2.59197  0.493
C  2.94582  -0.83288  1.86785  -0.311
C  2.81202  -0.90211  0.48329  0.386
N  1.91481  -0.13518  -0.11204  -0.404
C  3.68779  -1.75952  -0.40183  0.088
C  4.57867  -2.70204  0.04159  -0.091
N  5.22421  -3.53576  -0.80101  -0.519
C  5.00186  -3.37825  -2.09795  -0.450
C  4.10265  -2.43946  -2.59009  -0.126
N  3.49642  -1.61436  -1.73974  -0.261
C  2.33383  0.19461  4.03006  0.458
C  3.57313  0.01448  4.64293  -0.564
C  3.60766  0.09727  6.01896  -0.431
N  2.56179  0.36958  6.82975  -0.539
C  1.41131  0.58380  6.21205  -0.437
C  1.23961  0.52247  4.84579  -0.544
H  -1.95064  3.56236  -2.71556  0.500
H  -0.40889  1.73816  -3.55339  0.554
H  -0.74651  2.79890  1.12197  0.452
H  0.72963  1.58428  2.48449  0.735
H  3.66491  -1.40510  2.43329  0.564
H  4.83361  -2.84283  1.07781  0.420
H  5.50845  -4.00769  -2.77190  0.450
H  3.86719  -2.24749  -3.64349  0.449
H  4.50348  -0.09445  4.13597  0.499
H  4.55308  -0.06003  6.48108  0.394
H  0.54275  0.74765  6.84048  0.370
H  0.23939  0.54923  4.44188  0.468
N  -1.04762  -1.23669  -1.93926  -0.275
C  -2.16429  -0.99291  -2.04897  -0.055
N  -3.40292  -0.61612  -2.09187  0.184
C  -4.15899  -0.53155  -3.34984  -0.620
C  -5.37299  0.34049  -3.10948  -0.802
C  -4.96088  1.57898  -2.29690  -0.285
C  -4.62468  1.13930  -0.84937  -0.514
C  -4.01876  -0.24055  -0.80017  -0.787
H  -4.38034  -1.51753  -3.73725  0.373
H  -3.48313  -0.07457  -4.07907  0.396
H  -6.12806  -0.19808  -2.56353  0.344
H  -5.81591  0.59334  -4.09101  0.378
H  -5.72636  2.36318  -2.26531  0.381
H  -4.07180  2.04112  -2.73690  -0.002
H  -5.49859  1.14440  -0.21265  0.364
H  -3.89675  1.80594  -0.41391  0.262
H  -4.76949  -0.99218  -0.57946  0.333
H  -3.24072  -0.32902  -0.06194  0.424
I  0.48213  -3.56274  -1.85534  0.139

=====

Record 6
The following is a DFT calculation (ωB97M-V/def2-TZVPD) of a cluster of 2 separate species, C6H8O3 in total.

The value obtained for the total energy is -459.059369 hartree. Its net charge is 0. The calculation puts the HOMO energy at -0.325 hartree. For the gap between HOMO and LUMO, the calculation gives 9.021 eV. The energy above the lowest of the compared OMol25 structures with the same formula, charge and spin comes out at 57.0 kcal per mole. As for the SMILES: CC(=O)C=O.CC=C=O.

Each line ends with the Mulliken charge.
Atoms and positions in Å:
C  -2.03487  0.81627  1.09640  -1.032
C  -1.13152  0.65452  -0.08613  0.560
O  -0.75781  1.54816  -0.80971  -0.560
C  -0.78437  -0.88834  -0.46145  0.116
O  -1.30171  -1.81020  0.14291  -0.583
H  -2.93330  0.21984  0.94339  0.309
H  -2.29104  1.86252  1.24595  0.336
H  -1.53935  0.42749  1.98642  0.272
H  -0.59779  -0.90661  -1.55019  0.381
C  1.99199  0.00462  -1.20916  -1.018
C  1.36086  -0.76154  -0.06351  -0.482
C  1.11569  -0.16118  1.10261  0.704
O  0.90971  0.25465  2.16261  -0.353
H  1.94796  -0.60584  -2.10776  0.319
H  1.44598  0.93016  -1.38627  0.287
H  3.03500  0.24069  -0.99937  0.338
H  1.56455  -1.82521  -0.00672  0.407